The following is a quantum chemistry calculation of an isolated molecule of C5H7Cl at a distorted geometry, from the Open Molecules 2025 dataset.

Geometry as XYZ:
```
13
Properties=species:S:1:pos:R:3:forces:R:3
C -1.597261 1.400207 0.065290 -2.866 2.952 -0.451
C -1.611461 0.108984 0.144556 -2.129 0.323 -0.805
Cl -3.055424 -0.841156 -0.122869 -0.120 0.188 0.224
C -0.461204 -0.614122 0.300823 3.540 -2.625 0.675
C 0.703879 -0.126737 -0.145767 -0.679 0.345 -0.232
C 2.105502 -0.619106 -0.077904 0.914 -0.306 -0.341
H -2.617239 1.853776 -0.116030 1.579 0.048 0.132
H -0.687406 2.001841 0.116392 -0.650 -0.173 0.333
H -0.642115 -1.550576 0.801344 0.718 -0.479 0.239
H 0.475105 0.780815 -0.684322 0.885 0.173 -0.376
H 2.274424 -1.289110 -0.954317 0.086 0.607 0.347
H 2.174399 -1.307968 0.777402 0.490 0.486 -0.042
H 2.938806 0.203158 -0.104600 -1.769 -1.539 0.297
```
Positions in Å, forces in eV/Å.

- SMILES: C=C(Cl)/C=C/C
- Energy relative to the best compared isomer or geometry (same formula, charge and spin): 33.77 kcal/mol
- Total energy: -17819.01405 eV
- Charge: 0

Mulliken population analysis, charges in e, atoms 1 to 8: -0.79 0.50 -0.21 -0.24 -0.18 -1.09 0.22 0.32

---

The following is a quantum chemistry calculation of a cluster of 2 separate species, C3H3N2OP in total at a distorted geometry, from the Open Molecules 2025 dataset.

Geometry as XYZ:
```
10
Properties=species:S:1:pos:R:3:forces:R:3
N 2.079214 -1.093297 -1.384287 0.289 0.280 -0.411
C 2.542536 -0.508948 -0.502806 0.259 -1.345 -0.212
P 3.222812 0.034838 1.043560 0.669 0.212 -0.469
C 2.483186 1.465114 0.592655 -0.419 1.696 0.990
N 2.047780 2.551354 0.379984 -1.625 1.375 -0.159
H 1.154166 3.149401 0.485764 2.133 -1.930 -0.115
C -0.083511 -1.492866 0.521321 -0.310 1.852 -0.805
O 0.531586 -0.575895 1.015803 -0.690 -0.481 0.591
H 0.285109 -1.724425 -0.558143 -1.083 -0.790 1.551
H -1.040480 -1.738961 1.077704 0.775 -0.869 -0.961
```
Positions in Å, forces in eV/Å.

- SMILES: N#CP=C=N.C=O
- Energy relative to the best compared isomer or geometry (same formula, charge and spin): 71.31 kcal/mol
- Total energy: -17472.27445 eV
- Charge: 0

Mulliken population analysis, charges in e, atoms 1 to 8: -0.61 0.44 -0.19 0.38 -0.36 0.34 -0.18 -0.39

---

The following is a quantum chemistry calculation of an isolated molecule of C3H3Br2F at a distorted geometry, from the Open Molecules 2025 dataset.

Geometry as XYZ:
```
9
Properties=species:S:1:pos:R:3:forces:R:3
C -1.111346 0.070718 0.866981 -0.530 -0.837 -0.951
C -0.219751 0.564482 0.010478 0.120 0.516 0.440
Br 0.348489 2.380090 -0.015592 -0.257 -0.256 -0.031
C 0.602050 -0.312064 -0.830513 0.285 -2.997 3.268
F -0.015470 -1.538999 -0.949209 0.337 0.687 -0.336
Br 2.323919 -0.759916 0.372615 -1.011 0.394 -0.908
H -1.703540 0.752325 1.491916 0.342 -0.654 -0.140
H -1.310756 -1.053989 0.765992 0.122 1.966 0.579
H 1.086405 -0.102645 -1.712669 0.591 1.181 -1.920
```
Positions in Å, forces in eV/Å.

- SMILES: C=C(Br)[C@H](F)Br
- Energy relative to the best compared isomer or geometry (same formula, charge and spin): 1.24 kcal/mol
- Total energy: -145960.73067 eV
- Charge: 0

Mulliken population analysis, charges in e, atoms 1 to 8: -0.52 0.19 -0.09 -0.27 -0.23 -0.15 0.29 0.26